Molecular formula: C11H15NS2
Method: DFT, ωB97M-V with the def2-TZVPD basis set

```
29
Properties=species:S:1:pos:R:3
C -1.38228 -1.21487 1.13945
C 0.71058 -1.65963 2.04296
C -1.07565 -0.54757 0.05644
C 1.51591 -0.89743 1.27099
C -1.56867 -0.14088 -1.17736
C -0.66524 -1.37825 2.40675
C -2.17389 1.27366 -1.30545
C -2.18584 1.53460 -2.83809
C 1.06960 0.39557 0.71926
C 2.90572 -1.36773 0.95599
C 1.63206 0.89782 -0.65326
N -1.14756 -0.66747 -2.30659
S -1.51126 0.08139 -3.65756
S 0.48688 1.76595 1.65826
H -2.34686 -1.63205 1.03828
H 1.18635 -2.57880 2.39041
H -0.61691 -0.40723 3.02605
H -1.27453 -2.09515 3.04031
H -3.12771 1.26978 -0.73310
H -1.69142 2.18839 -0.94976
H -3.13441 1.75138 -3.33976
H -1.54914 2.40739 -2.96463
H 3.33740 -1.84906 1.87707
H 3.56399 -0.66440 0.46591
H 2.78208 -2.29835 0.17354
H 1.26133 1.87423 -0.98380
H 1.65679 0.19642 -1.40300
H 2.77657 1.22737 -0.61517
H 0.56610 2.53491 0.66587
```

Calculated values
HOMO (alpha / beta) (eV): -6.97 / -6.77
Kohn-Sham gap (alpha / beta) (Ha): 0.2523 / 0.2422
Relative energy (zero: lowest compared OMol25 entry of this formula, charge and spin) (kcal per mole): 133.45
Net charge: 0
F_max (eV/Å): 4.41

---

Molecular formula: C11H16AsF6NiO4Sb
Method: DFT, ωB97M-V with the def2-TZVPD basis set

```
40
Properties=species:S:1:pos:R:3
Ni -0.15456 0.19702 -3.02769
O 1.62911 0.18605 -2.96320
O 2.65182 -0.47318 -2.68752
F -1.94721 -0.44303 -3.05528
Sb -3.62871 0.07691 -1.99298
F -3.37180 -1.62366 -1.24127
F -4.59169 -0.51522 -3.45554
F -4.95476 0.53357 -0.77800
F -3.45360 1.79597 -2.70431
F -2.28520 0.67052 -0.70687
C -0.53229 0.92228 1.97293
As 0.42516 0.68429 0.33629
C 2.25777 1.12338 0.69808
C 0.23620 -1.19218 -0.26642
C 0.85765 -1.94632 0.87023
C 0.04838 -2.43352 1.89684
C 0.61056 -3.14974 2.94038
C 1.98046 -3.37825 2.96605
C 2.78945 -2.89792 1.94388
C 2.23159 -2.18271 0.89755
H -0.10337 0.27838 2.73700
H -1.58324 0.68826 1.81755
H -0.41670 1.96676 2.25521
H 2.58629 0.56987 1.57486
H 2.27880 2.19117 0.90687
H 2.90105 0.89009 -0.14786
H 0.76697 -1.35430 -1.20073
H -0.82727 -1.37891 -0.37920
H -1.02414 -2.28079 1.85457
H -0.02133 -3.53943 3.72675
H 2.41710 -3.93889 3.78133
H 3.85277 -3.09495 1.95740
H 2.85810 -1.82555 0.08745
C -0.80199 4.18189 -1.53369
C -0.44771 2.73400 -1.56723
O -0.03793 2.28518 -0.38844
O -0.53770 2.07691 -2.59098
H -1.60246 4.33606 -0.81021
H -1.11827 4.50201 -2.52032
H 0.06268 4.75798 -1.20346
```

Calculated values
Expectation value of S²: 3.769
HOMO (alpha / beta) (eV): -13.07 / -12.94
Kohn-Sham gap (alpha / beta) (Ha): 0.3272 / 0.2841
Relative energy (zero: lowest compared OMol25 entry of this formula, charge and spin) (kcal per mole): 0.00
Multiplicity: 4
Net charge: +1
F_max (eV/Å): 1.11

---

Molecular formula: C11H16AuCl3GeN4O2S
Method: DFT, ωB97M-V with the def2-TZVPD basis set

```
39
Properties=species:S:1:pos:R:3
Au 1.19875 -0.61862 0.44569
C 3.36835 2.73557 -1.43337
N 2.05656 3.30235 -1.55846
C 1.62767 4.15141 -2.51555
C 0.31064 4.46463 -2.24856
N -0.02822 3.79891 -1.12677
C 1.03740 3.08023 -0.69010
S 1.05474 2.14427 0.72056
H 3.92876 2.90172 -2.35147
H 3.29354 1.66388 -1.23386
H 3.91275 3.20921 -0.61077
H 2.25324 4.50497 -3.31310
H -0.36436 5.09512 -2.80108
H -0.92602 3.86111 -0.66172
N -5.18022 -2.93450 3.47612
C -4.87106 -2.56438 2.24804
O -5.59917 -2.63363 1.28684
C -3.44357 -2.00806 1.99089
C -3.13049 -1.69870 0.67179
C -1.85390 -1.24816 0.38138
N -0.92479 -1.10043 1.31442
C -1.21154 -1.37667 2.57332
C -2.47218 -1.82901 2.96269
H -6.10114 -3.33872 3.62720
H -4.58557 -2.84192 4.28323
H -3.85700 -1.82145 -0.11869
H -1.58223 -1.00998 -0.63364
H -0.43307 -1.24489 3.31133
H -2.63323 -2.03110 4.00966
Cl 2.90523 -4.01163 0.37347
Ge 3.19669 -1.99864 1.00936
Cl 3.49350 -2.02764 3.11696
Cl 4.91792 -1.23746 0.00695
C 2.08554 -1.05946 -2.86529
O 1.28574 -0.22334 -2.01156
H 2.05795 -0.66911 -3.88579
H 1.71629 -2.08629 -2.88648
H 3.10625 -1.04479 -2.49339
H 0.39025 -0.25484 -2.37025
```

Calculated values
Expectation value of S²: 3.787
HOMO (alpha / beta) (eV): -17.18 / -18.53
Kohn-Sham gap (alpha / beta) (Ha): 0.2655 / 0.1755
Multiplicity: 4
Net charge: +3
F_max (eV/Å): 5.46

---

F_max of number 2 (C11H16AsF6NiO4Sb)? 1.11 eV/Å

---

Which of these has the lowest F_max? C11H16AsF6NiO4Sb